Computed, not measured: one molecule with the formula C4H7N3O at a distorted geometry, with the ωB97M-V functional and the def2-TZVPD basis.

Geometry as XYZ:
```
15
Properties=species:S:1:pos:R:3:forces:R:3
H 3.946154 -0.300638 0.047368 -0.6 -0.3 -0.2
N 3.139961 -0.931104 -0.030936 3.3 -1.2 0.1
C 2.049735 -0.380970 -0.031853 -2.3 1.4 0.2
N 1.658751 0.942204 -0.020311 -0.2 -0.6 0.3
C 0.236561 1.017589 0.054403 0.7 -1.0 0.1
C -0.154463 -0.281160 0.093261 -1.7 0.7 -1.3
N -1.379983 -0.938060 -0.160930 0.0 -1.4 2.5
C -2.599476 -0.114502 0.004775 1.6 0.4 -4.0
O 0.892264 -1.138985 0.010593 0.5 0.4 0.2
H 2.314865 1.643848 -0.294342 -0.2 0.3 0.0
H -0.234597 1.977416 0.093352 -0.4 -0.1 0.0
H -1.430202 -1.772918 0.489235 0.2 1.1 -1.1
H -2.332239 0.644188 -0.867032 -1.4 -0.7 2.0
H -3.491267 -0.710786 -0.359393 1.0 0.8 0.9
H -2.616063 0.343876 0.971811 -0.7 0.4 0.5
```
Positions in Å, forces in eV/Å.

2S+1: 1
ΔE to the lowest compared entry with this formula, charge and spin: 43.6 kcal per mole
calculated total energy: -10777.8583 eV
structure (SMILES): [H]/N=c1\[nH]cc(NC)o1
HOMO-LUMO gap: 8.35 eV
net charge: 0